[1]
2 unconnected molecules or ions with the total composition C9H14O5P in a non-equilibrium geometry. Source: OMol25; level of theory: the ωB97M-V functional and the def2-TZVPD basis.

Geometry as XYZ:
```
29
Properties=species:S:1:pos:R:3
P -0.092 -2.825 -0.541
O -0.688 -0.107 1.723
O 0.128 -3.829 0.695
O 1.184 -1.706 -0.140
O -1.381 -2.111 -0.471
O 0.393 -3.492 -1.779
C -0.210 2.973 0.399
C -0.332 1.602 -0.046
C -0.224 4.184 0.423
C -0.488 0.728 0.921
C -0.571 -3.558 1.896
C 2.343 -2.533 -0.128
C -1.310 0.516 -1.955
C -0.210 5.581 0.816
C -0.040 1.231 -1.500
H 3.321 -2.020 0.258
H -0.005 -2.843 2.543
H 2.629 -2.610 -1.179
H -0.183 5.520 1.944
H 0.813 0.585 -1.439
H -1.029 6.323 0.564
H -2.252 1.195 -1.853
H -0.624 -4.421 2.531
H -1.610 -3.189 1.663
H -1.496 -0.397 -1.270
H -1.376 0.345 -2.987
H 2.390 -3.452 0.309
H 0.130 2.261 -1.897
H 0.791 6.050 0.500
```

energy above the lowest of the compared OMol25 structures with the same formula, charge and spin	0.000	eV
Kohn-Sham gap	7.99	eV
2S+1	1
charge	-1

How is the electron density shared among the atoms? According to Mulliken, the charges in e are: 0.9921 -0.4136 -0.3569 -0.2352 -0.8155 -0.8128 -0.6117 0.3712 0.4288 0.4617 -0.5898 -0.9470 -0.9405 -1.2026 -0.1816 0.2206 0.1964 0.3284 0.2532 0.1768 0.2778 0.2699 0.2957 0.2545 0.1944 0.3798 0.4088 0.3470 0.2498

=====

[2]
A molecular structure, C2H7CoO3 in a non-equilibrium geometry. Source: OMol25; level of theory: the ωB97M-V functional and the def2-TZVPD basis.

Geometry as XYZ:
```
13
Properties=species:S:1:pos:R:3
Co 1.541 -0.319 1.172
O 0.288 0.677 0.290
O 2.697 -0.102 -0.182
O -3.135 -0.470 -0.075
C -1.749 -0.518 -0.326
C -1.130 0.688 0.359
H -1.303 -1.441 0.084
H -1.401 0.685 1.424
H 0.851 0.919 -0.676
H -3.542 -1.292 -0.358
H -1.529 -0.481 -1.407
H 3.081 -0.806 -0.707
H -1.484 1.620 -0.103
```

energy above the lowest of the compared OMol25 structures with the same formula, charge and spin	0.362	eV
Kohn-Sham gap (spin up / spin down)	8.54 / 8.47	eV
2S+1	4
<S²>	3.759
charge	+1

How is the electron density shared among the atoms? According to Mulliken, the charges in e are: 1.0747 -0.4893 -0.7336 -0.4953 -0.2865 -0.2398 0.2355 0.3163 0.4420 0.3209 0.2933 0.3107 0.2511

=====

[3]
A molecular structure, C57H56GeN3O5PSZr in a non-equilibrium geometry. Source: OMol25; level of theory: the ωB97M-V functional and the def2-TZVPD basis.

Geometry as XYZ:
```
125
Properties=species:S:1:pos:R:3
Zr 0.056 -0.370 0.128
Ge 1.915 -0.432 2.390
S -1.315 -2.411 1.642
P 0.494 2.344 0.664
O 2.368 0.456 -0.773
O 1.942 -2.148 -0.580
O -1.960 -3.468 0.933
O 0.141 -2.217 1.285
O 0.093 1.287 -4.033
N 0.030 0.206 -2.091
N -2.266 0.823 -0.641
N -1.757 -0.919 1.232
C -1.994 -1.728 4.182
C 0.698 2.676 -2.267
C -1.180 -3.988 3.786
C -4.685 0.552 -0.440
C 0.312 1.302 -2.723
C 5.565 0.772 6.630
C 4.292 3.926 0.934
C -0.275 -0.047 -4.423
C -0.581 4.406 2.296
C -2.088 -3.657 7.450
C 0.689 4.608 -0.844
C 3.902 -4.154 2.596
C -0.583 -2.965 -4.246
C 4.345 0.492 4.071
C -0.157 -2.163 -3.016
C -4.870 1.550 -1.418
C -2.186 -2.046 5.517
C 1.963 -2.856 4.103
C 3.400 -4.759 3.740
C -1.581 4.964 3.073
C 2.452 -2.234 2.959
C -1.476 -2.701 3.335
C -3.776 2.171 -1.949
C -5.511 -1.045 1.162
C 1.063 3.525 -3.324
C 2.273 3.188 2.682
C 4.618 0.493 1.674
C 5.740 0.777 4.202
C 1.228 4.887 -3.152
C 0.618 0.268 3.730
C -4.185 -1.340 1.550
C -2.498 1.773 -1.526
C -5.762 -0.118 0.192
C -2.924 2.996 2.782
C 0.558 3.227 -0.971
C 3.120 3.370 0.452
C -3.363 0.232 -0.076
C 2.437 -4.106 4.493
C -1.921 2.437 2.005
C 0.995 5.440 -1.908
C 3.619 0.348 5.253
C 4.223 0.489 6.517
C -0.618 -0.717 -3.104
C -1.879 -3.315 6.004
C -3.137 -0.719 0.934
C -0.751 3.140 1.724
C 6.331 0.914 5.470
C 6.538 0.901 3.063
C 3.448 3.748 3.168
C 2.091 2.983 1.317
C 3.434 -2.902 2.219
C -0.758 -2.790 -1.775
C -2.761 4.269 3.306
C 5.963 0.751 1.794
C -1.377 -4.275 5.121
C 4.461 4.117 2.300
C 3.739 0.345 2.776
H 1.507 5.505 -3.994
H -2.506 -4.656 7.558
H -3.868 2.960 -2.681
H -1.109 0.034 -5.114
H -1.647 2.295 -1.932
H 6.029 0.877 7.600
H 0.603 -0.275 4.673
H -2.264 -0.752 3.807
H -2.049 1.427 1.636
H 0.581 -0.496 -4.927
H 7.596 1.103 3.165
H 1.831 -2.771 0.158
H -1.699 -0.684 -2.915
H -1.136 -3.644 7.983
H 6.588 0.838 0.915
H 1.192 3.113 -4.311
H -0.368 -4.022 -4.102
H 1.077 6.506 -1.750
H 1.477 2.970 3.379
H -0.770 -2.104 -0.916
H 7.390 1.121 5.543
H 0.581 5.062 0.127
H 5.057 4.246 0.239
H 2.861 1.275 -0.916
H 2.987 3.340 -0.625
H 3.551 3.923 4.231
H 4.214 0.378 0.678
H -0.395 0.196 3.321
H -1.658 -2.873 -4.415
H -2.754 -2.947 7.936
H -5.873 1.822 -1.724
H -3.539 4.712 3.912
H 4.667 -4.649 2.013
H -6.775 0.121 -0.101
H 1.197 -2.391 4.709
H 3.620 0.367 7.406
H -0.066 -2.653 -5.152
H 0.785 1.321 3.952
H 3.880 -2.427 1.349
H -0.812 -4.745 3.110
H 2.392 -2.628 -1.288
H 0.345 4.953 2.181
H 0.937 -2.150 -2.957
H -1.816 -3.015 -1.930
H -1.156 -5.269 5.487
H -4.024 -2.071 2.331
H 2.570 0.124 5.206
H -3.824 2.432 2.986
H -0.255 -3.695 -1.440
H 3.767 -5.728 4.048
H -2.603 -1.306 6.186
H -6.326 -1.559 1.650
H 5.361 4.582 2.677
H -1.432 5.941 3.512
H 2.949 -0.301 -0.930
H 2.048 -4.571 5.389
```

Kohn-Sham gap (spin up / spin down)	7.22 / 4.74	eV
2S+1	2
<S²>	0.776
charge	+3

Mulliken population analysis, charges in e, atoms 1 to 99: -1.6004 2.5061 1.1992 2.6623 -1.1565 -0.4001 -0.7799 -0.7117 -0.3861 1.0604 1.1115 1.5856 -0.2428 0.5463 -0.9169 1.0287 -0.3958 -0.7906 -0.9804 -0.7384 -0.4165 -1.5598 -0.4329 -1.0170 -1.6809 0.8004 0.3376 -1.1887 -0.9459 0.0114 -0.7829 -1.0862 0.5980 0.4631 -1.3936 -1.1733 -0.8309 0.0909 -0.0361 1.0279 -1.0876 -0.8731 -0.3722 -0.1454 -1.0474 -0.5764 0.3504 -0.8871 -0.9097 -0.8284 -0.1024 -0.8075 -0.6416 -1.0285 -0.4465 0.8855 0.0348 1.0111 -0.5958 -1.0770 -0.8831 1.0042 -0.5974 -0.8273 -0.9747 -1.0229 -0.9243 -0.8729 1.1574 0.4649 0.4158 0.5931 0.2369 0.2468 0.4564 1.1182 0.3694 0.0267 0.4473 0.4646 0.0796 0.3986 0.3023 0.5232 0.6659 0.4582 0.5048 0.4030 0.6576 0.5151 0.3758 0.5296 0.2688 0.1539 0.4988 0.0495 -1.1959 0.4242 0.3925

=====

[4]
A molecular structure, C29H45N6O6P2STi. Source: OMol25; level of theory: the ωB97M-V functional and the def2-TZVPD basis.

Geometry as XYZ:
```
90
Properties=species:S:1:pos:R:3
Ti 0.255 -0.876 0.514
S 2.673 -1.033 1.084
P 1.120 2.039 -0.841
P -0.389 0.166 -2.681
O 0.520 1.227 0.257
O 2.534 1.649 -1.336
O 1.147 3.569 -0.502
O 0.783 -0.454 -3.501
O -1.582 0.267 -3.697
O -0.729 -0.556 -1.421
N -1.611 -1.722 1.156
N 0.669 -2.934 -0.296
N 1.313 -0.204 3.284
N 3.541 0.259 3.255
N 0.251 -0.720 2.570
N 1.713 -3.164 -1.109
C 0.740 4.050 1.854
C -0.888 0.285 5.365
C -0.808 -1.079 3.276
C 0.184 4.155 0.452
C -4.019 -2.662 2.197
C 3.885 2.547 0.560
C -1.076 -0.764 7.520
C 0.171 -4.134 -0.022
C 2.438 -0.285 2.646
C -1.070 -2.010 6.915
C -0.301 -2.661 -3.899
C -0.986 0.384 6.742
C 0.908 -5.144 -0.656
C 0.133 1.852 -2.340
C 1.899 -4.476 -1.335
C -3.469 1.509 -4.455
C -3.739 -2.767 0.823
C -2.928 0.696 -3.302
C 0.736 -1.655 -4.357
C 4.444 3.008 -1.860
C -1.869 -1.638 2.493
C -0.889 -0.964 4.750
C -2.543 -2.286 0.361
C -0.043 5.576 -0.008
C 0.546 -1.201 -5.786
C -0.979 -2.110 5.533
C -3.086 -2.100 3.028
C 3.883 2.027 -0.858
C -3.761 -0.522 -2.975
H -0.163 -3.579 -4.471
H -0.439 -0.752 -5.916
H -4.958 -3.023 2.594
H 1.735 -2.072 -4.228
H 4.920 2.588 0.901
H -3.811 -1.184 -3.841
H 4.432 -0.107 2.968
H -0.741 3.577 0.377
H -1.149 -0.685 8.596
H 2.315 -2.400 -1.371
H -2.281 -2.348 -0.687
H 0.648 2.273 -3.202
H 3.434 0.434 4.243
H -3.265 -2.003 4.088
H 5.479 3.235 -1.602
H 3.873 3.938 -1.841
H -2.831 1.327 -2.411
H 1.307 -0.473 -6.065
H 3.344 1.887 1.234
H -4.775 -0.213 -2.720
H -0.426 5.607 -1.027
H 0.932 3.014 2.129
H -4.463 1.882 -4.210
H 0.745 -6.206 -0.612
H -0.988 1.358 7.213
H 4.415 1.077 -0.901
H 4.422 2.598 -2.869
H -2.824 2.359 -4.675
H -0.801 1.176 4.757
H 3.470 3.553 0.613
H -4.445 -3.214 0.138
H 0.015 4.464 2.556
H -3.542 0.888 -5.349
H -3.343 -1.063 -2.130
H -1.133 -2.907 7.517
H 0.890 6.139 0.030
H -0.766 6.061 0.649
H 1.665 4.622 1.940
H 2.708 -4.831 -1.950
H -1.311 -2.297 -4.085
H -0.686 -4.226 0.623
H -0.968 -3.084 5.059
H -0.199 -2.897 -2.840
H 0.629 -2.059 -6.453
H -0.785 2.423 -2.166
```

energy above the lowest of the compared OMol25 structures with the same formula, charge and spin	0.247	eV
Kohn-Sham gap (spin up / spin down)	6.38 / 7.47	eV
2S+1	3
<S²>	2.020
charge	+1

How is the electron density shared among the atoms? According to Mulliken, the charges in e are: -0.3908 -0.4619 -0.1102 -1.3971 0.5801 -0.0152 -0.0758 -0.1240 0.0199 0.8921 0.8186 1.3751 -1.4366 -0.3201 1.4805 -0.2598 -1.2175 -0.0210 -0.2456 0.8311 -0.7167 -0.9690 -0.4186 -0.5868 0.2671 -0.7687 -0.7718 -0.7632 -0.9805 -0.8850 -0.4025 -1.6117 -1.2902 0.8357 0.4891 -1.4741 0.9883 -0.6427 -0.7881 -1.5075 -1.4397 -0.0874 -0.8752 0.5663 -1.0840 0.5044 0.2098 0.4419 0.3420 0.4924 0.3011 0.2669 0.2265 0.4036 0.0492 0.9949 0.4476 0.2353 0.5329 0.4437 0.2636 0.3050 0.3498 0.1358 0.5038 0.3783 0.1210 0.4239 0.4660 0.4018 0.3059 0.3307 0.3787 0.5034 0.1512 0.5082 0.4707 0.3123 -0.0204 0.4010 0.3131 0.4087 0.3175 0.5043 0.1702 0.5646 0.4983 -0.0912 0.4516 0.2753